The following is a quantum chemistry calculation of a structure of composition C2H11N2O3Si in a non-equilibrium geometry, from the OMol25 dataset.

Each line ends with the natural charge from an NBO analysis.
Cartesian coordinates (Å):
Si1 -1.62 0.02 0.00  2.2420
O1 -1.72 -0.17 -1.62  -1.1580
O2 -2.31 -1.07 0.99  -1.1052
O3 -2.03 1.48 0.49  -1.1409
N1 1.13 -0.70 -1.29  -0.7552
N2 1.19 -1.06 0.98  -0.9227
C1 0.73 -0.11 -0.02  -0.0216
C2 1.56 1.22 0.16  -0.6323
H1 1.98 -0.25 -1.59  0.4305
H2 0.26 -0.64 -1.79  0.4815
H3 1.46 1.57 1.15  0.2386
H4 1.39 -0.61 1.88  0.3951
H5 1.09 2.05 -0.42  0.2452
H6 -2.43 -0.13 -2.30  0.5551
H7 1.48 -1.57 -0.83  0.4708
H8 2.52 0.92 -0.12  0.2001
H9 -2.80 1.76 1.10  0.5455
H10 -2.57 -0.84 1.88  0.5267
H11 0.69 -1.88 1.35  0.4047

Output
Relative energy (zero: lowest compared OMol25 entry of this formula, charge and spin)   2.3278 eV
M   139.207 g/mol
Net charge   +1
Gap between HOMO and LUMO   10.01 eV
Largest force on an atom   4.91 eV/Å